[1]
DFT (wB97M-V/def2-TZVPD) results for a structure of composition C41H43FN4O3S2SiW.

Geometry (Å):
W1 0.4421 -0.9525 0.1875
C1 -3.5618 -1.1517 -6.2085
C2 -4.2776 -0.3842 -5.1043
C3 -4.7796 0.9721 -5.5955
C4 -5.6820 1.5837 -4.5360
C5 -4.9698 1.6298 -3.2203
C6 -5.3681 2.5473 -2.2672
C7 -4.7015 2.6288 -1.0509
F1 -5.0926 3.5258 -0.1435
C8 -3.6236 1.8264 -0.7761
C9 -3.1892 0.8937 -1.7269
C10 -2.0292 0.0727 -1.4795
O1 -1.3920 0.0528 -0.3565
C11 -1.6148 -0.7619 -2.5408
C12 -2.3476 -0.8632 -3.6930
N1 -3.4561 -0.1527 -3.9061
C13 -3.8768 0.7739 -2.9665
C14 -0.2859 -1.4297 -2.3670
O2 -0.0584 -2.5782 -2.7125
O3 0.6096 -0.6111 -1.8819
H1 -4.2221 -1.1898 -7.0707
H2 -3.3523 -2.1789 -5.9238
H3 -2.6399 -0.6629 -6.5128
H4 -5.1419 -0.9773 -4.7736
H5 -5.3249 0.8491 -6.5278
H6 -3.9329 1.6341 -5.7863
H7 -6.5946 0.9908 -4.4268
H8 -5.9852 2.5886 -4.8301
H9 -6.1847 3.2228 -2.4692
H10 -3.1054 1.9271 0.1609
H11 -2.0063 -1.5271 -4.4697
C15 1.5188 -1.4934 2.0433
Si1 2.7037 -0.0998 2.5426
C16 1.4248 1.3440 2.5566
N2 0.3679 1.1802 1.5200
C17 0.5283 2.2164 0.4563
C18 -0.1243 3.5759 0.7865
C19 -0.3102 3.7890 2.2846
C20 -1.1929 2.6828 2.8650
C21 -0.9508 1.3266 2.1718
C22 3.7344 0.4017 1.0245
C23 4.9931 0.9923 1.0920
C24 5.6043 1.4851 -0.0494
C25 4.9551 1.4347 -1.2729
C26 3.6932 0.8634 -1.3612
C27 3.1155 0.3485 -0.2161
C28 3.7034 -0.1475 4.1305
C29 4.8806 -0.8948 4.1724
C30 5.6506 -0.9417 5.3168
C31 5.2591 -0.2456 6.4479
C32 4.0895 0.4946 6.4255
C33 3.3177 0.5412 5.2808
H12 0.8210 -1.6087 2.8882
H13 2.0690 -2.4414 2.0078
H14 1.9507 2.2860 2.4108
H15 0.9578 1.4054 3.5360
H16 0.0876 1.8433 -0.4817
H17 1.6001 2.3505 0.2871
H18 -1.1002 3.6433 0.3012
H19 0.5012 4.3719 0.3824
H20 -0.7775 4.7586 2.4552
H21 0.6560 3.8229 2.7861
H22 -2.2419 2.9482 2.7200
H23 -1.0348 2.6090 3.9407
H24 -1.7001 1.1985 1.3938
H25 -1.0455 0.5139 2.8960
H26 5.4871 1.0652 2.0477
H27 6.5849 1.9280 0.0171
H28 5.4212 1.8343 -2.1594
H29 3.1643 0.8362 -2.3032
H30 2.0926 -0.1346 -0.2817
H31 5.1954 -1.4385 3.2931
H32 6.5602 -1.5181 5.3282
H33 5.8604 -0.2820 7.3421
H34 3.7810 1.0397 7.3025
H35 2.4109 1.1280 5.2833
C34 -2.9711 -1.4641 1.8079
C35 -2.0283 -2.5878 1.6045
N3 -0.8891 -2.5375 0.9271
C36 -0.2880 -3.7928 0.9018
C37 -0.9543 -4.7597 1.5934
S1 -2.3864 -4.1331 2.2789
C38 0.8934 -3.9756 0.0909
C39 1.4814 -5.1568 -0.2596
S2 2.7127 -4.8858 -1.4068
C40 2.3882 -3.1943 -1.3624
N4 1.4383 -2.8598 -0.5118
C41 3.1482 -2.2885 -2.2518
H36 -2.8415 -0.7142 1.0314
H37 -2.8205 -0.9947 2.7800
H38 -3.9913 -1.8423 1.7831
H39 -0.6795 -5.7854 1.7258
H40 1.2445 -6.1456 0.0754
H41 3.4584 -2.8346 -3.1417
H42 4.0421 -1.9128 -1.7512
H43 2.5249 -1.4462 -2.5505

Cartesian forces, eV/Å:
W -0.50 -0.02 0.58
C -0.11 0.02 0.28
C -0.51 0.08 -0.85
C -0.22 -0.10 0.20
C 0.02 -0.02 -0.27
C -0.20 0.22 0.12
C 0.22 -0.27 -0.12
C 0.43 -0.22 0.15
F -0.03 -0.07 -0.12
C -0.24 0.17 0.02
C 0.05 -0.11 -0.04
C 0.25 -0.70 -0.85
O -0.02 0.04 0.20
C 0.17 0.41 0.81
C -0.10 0.10 0.06
N 0.58 -0.29 0.23
C 0.15 0.30 0.76
C -0.61 -1.25 -1.61
O -0.48 0.70 -0.16
O 0.61 0.18 1.46
H -0.04 0.01 -0.03
H 0.07 -0.12 -0.02
H 0.11 0.09 -0.05
H 0.11 0.10 -0.03
H 0.01 -0.07 -0.05
H 0.09 -0.04 -0.08
H -0.01 0.00 -0.07
H -0.03 -0.01 0.07
H -0.11 0.06 -0.03
H 0.07 0.03 0.14
H -0.12 -0.08 -0.07
C 0.62 0.39 -0.16
Si -0.60 0.63 -0.35
C 0.83 -0.54 0.42
N -0.03 -0.66 -0.60
C -0.05 0.45 -0.58
C 0.12 -0.09 0.21
C -0.14 0.13 -0.09
C 0.33 0.01 0.07
C -0.59 0.11 0.08
C -0.45 -0.51 0.50
C -0.07 -0.09 -0.07
C 0.05 0.09 0.01
C -0.15 -0.12 0.06
C -0.42 0.00 -0.22
C 0.02 -0.11 0.39
C -0.32 -0.13 -0.53
C -0.12 0.04 -0.17
C 0.16 -0.07 0.08
C -0.06 -0.01 -0.05
C 0.02 0.05 0.16
C -0.12 0.02 -0.24
H -0.11 0.13 -0.16
H -0.16 0.00 -0.18
H -0.02 -0.01 -0.01
H -0.11 0.00 0.11
H 0.24 0.06 0.32
H -0.20 -0.12 0.06
H -0.02 0.02 -0.05
H -0.08 -0.04 -0.14
H 0.01 0.00 0.02
H -0.05 0.03 0.02
H -0.02 -0.05 0.03
H -0.03 -0.03 0.02
H 0.14 -0.12 0.22
H -0.04 -0.02 -0.10
H 0.15 0.01 0.13
H 0.13 0.06 0.01
H 0.06 0.05 -0.08
H 0.00 -0.02 -0.08
H 1.41 0.66 -0.43
H 0.13 -0.11 -0.10
H 0.15 -0.11 0.01
H 0.08 0.00 0.10
H -0.05 0.08 0.13
H -0.11 0.09 0.04
C -0.19 0.20 0.01
C 0.01 -0.11 0.09
N -0.18 -0.25 0.19
C -0.35 -0.62 0.45
C 0.12 0.62 -0.17
S 0.44 0.67 -0.55
C 0.46 -0.73 -0.23
C -0.16 0.61 0.11
S -0.36 0.75 0.23
C 0.21 -0.17 -0.02
N -0.25 0.19 0.32
C 0.10 0.19 -0.16
H -0.05 -0.08 0.12
H 0.02 0.00 0.04
H -0.06 0.05 0.01
H 0.10 -0.25 -0.03
H -0.14 -0.20 0.07
H 0.04 0.04 0.01
H -0.01 -0.01 0.01
H 0.13 -0.18 0.05

Results
ΔE to the lowest compared entry with this formula, charge and spin: 43.8 kcal/mol
total charge: +2
Kohn-Sham gap (alpha / beta): 7.6725 / 7.4270 eV
spin multiplicity: 3



[2]
DFT (wB97M-V/def2-TZVPD) results for a structure of composition C41H43N6O8PPdS.

Geometry (Å):
Pd1 10.5831 18.1762 13.6250
C1 14.0617 18.7338 17.3384
O1 13.9647 18.4301 15.9459
C2 12.8623 18.0497 15.3416
O2 12.7641 18.2115 14.1529
N1 11.8501 17.4700 16.1049
N2 10.6782 17.0254 15.4541
H1 13.7408 17.8948 17.8997
H2 13.4643 19.5941 17.5818
H3 15.0674 18.9661 17.5348
H4 11.9636 17.3454 17.0863
H5 9.9037 17.2189 16.0707
H6 10.8097 15.9975 15.3577
O3 8.5346 22.0094 13.2150
C3 8.9035 21.9232 12.1007
O4 10.0130 19.4435 12.0560
C4 8.3232 21.7483 10.7862
C5 7.5600 22.8160 10.3359
C6 7.0088 22.6879 9.0938
C7 7.2845 21.5325 8.2867
C8 8.1642 20.5609 8.6947
C9 8.6753 20.6265 9.9932
P1 9.9317 19.4517 10.5065
C10 9.3551 17.9094 9.7774
C11 7.9552 17.7129 9.8672
C12 7.4472 16.5071 9.3923
C13 8.2642 15.4911 8.9829
C14 9.6711 15.6307 8.9685
C15 10.2193 16.8226 9.4351
C16 11.6085 19.8186 9.9150
C17 11.9770 19.9307 8.5735
C18 13.2917 20.1532 8.1824
C19 14.2709 20.2496 9.1115
C20 13.9671 20.0987 10.4604
C21 12.6434 19.8230 10.8495
H7 7.4564 23.6170 11.0134
H8 6.3488 23.3784 8.6707
H9 6.7866 21.4170 7.3276
H10 8.4149 19.7243 8.0673
H11 7.3169 18.4557 10.2674
H12 6.3756 16.4095 9.3243
H13 7.7720 14.6038 8.6514
H14 10.3117 14.7648 8.7318
H15 11.3216 16.9650 9.5433
H16 11.2171 19.8201 7.7827
H17 13.4496 20.2244 7.1094
H18 15.2385 20.4550 8.7222
H19 14.7463 20.1147 11.2015
H20 12.3687 19.7481 11.9233
C22 11.3357 12.3554 17.6563
C23 11.8172 11.8578 16.3735
S1 11.0373 12.7861 15.0333
O5 9.6184 12.5542 15.0513
O6 11.5034 14.1756 15.1732
C24 11.6325 12.0974 13.5302
C25 11.0063 12.6912 12.3009
N3 11.3134 14.1100 12.0756
C26 10.5469 15.1137 12.5599
N4 11.1922 16.2984 12.4776
C27 12.3985 16.0563 11.8675
C28 12.4973 14.6978 11.6560
N5 13.5968 14.0381 11.0054
O7 14.4309 14.7142 10.4563
O8 13.6608 12.8315 11.2263
C29 9.1771 14.9684 13.1247
H21 11.7095 11.7552 18.4700
H22 10.2571 12.3012 17.7392
H23 11.6959 13.3804 17.7400
H24 11.7118 10.8434 16.1194
H25 12.8878 11.9216 16.2944
H26 11.5649 10.9561 13.5314
H27 12.6933 12.2994 13.5017
H28 9.9397 12.5563 12.2140
H29 11.3468 12.0523 11.4588
H30 13.0870 16.8558 11.6804
H31 8.6791 15.9271 12.8462
H32 9.2004 14.8237 14.2011
H33 8.6785 14.1620 12.6097
C30 7.6507 18.0757 18.0215
C31 8.6010 19.0396 18.3889
C32 9.3501 19.6657 17.4080
C33 9.0998 19.4638 16.0302
C34 8.0894 18.5756 15.7111
C35 7.3897 17.8535 16.6935
N6 10.0325 19.8458 15.0044
C36 10.5298 21.0617 14.9218
C37 11.6263 21.2802 14.0648
C38 12.0850 22.5968 13.8390
C39 11.3975 23.5942 14.4307
C40 10.3870 23.3919 15.3254
C41 9.9826 22.1452 15.6454
H34 7.0434 17.5431 18.7591
H35 8.7665 19.2863 19.3999
H36 10.1621 20.2968 17.6573
H37 7.9329 18.3414 14.6535
H38 6.6182 17.1254 16.3857
H39 12.0591 20.4303 13.5827
H40 12.9143 22.7102 13.1230
H41 11.5305 24.6574 14.2148
H42 9.9130 24.2472 15.6989
H43 9.1632 21.9590 16.3383

Cartesian forces, eV/Å:
Pd 0.17 -0.17 -0.28
C -1.09 -0.01 -0.52
O 0.27 0.16 -0.55
C -0.79 -0.56 2.94
O -0.63 0.17 -2.06
N 1.44 1.20 -1.07
N 1.22 -1.44 0.53
H -0.08 -0.84 0.85
H -0.40 0.40 0.00
H 1.27 0.07 0.13
H -0.10 -0.24 0.47
H -0.43 0.08 0.12
H -0.41 0.45 -0.15
O -0.23 -0.04 -0.56
C 0.31 0.03 0.56
O -0.44 0.07 -1.40
C 1.01 -1.12 0.42
C 0.18 -1.07 -0.48
C 0.60 -2.13 -1.13
C -0.50 1.16 0.21
C -0.12 0.12 0.67
C 0.45 0.96 0.05
P 0.40 -0.18 0.90
C -0.15 -0.88 0.95
C 1.83 -1.13 -0.95
C -0.58 0.98 0.47
C 1.12 0.02 -0.45
C -0.31 -0.31 0.88
C 0.07 1.00 -0.20
C 0.30 -0.48 -0.33
C -1.10 -0.13 -0.61
C -1.99 -0.31 -1.07
C 0.39 0.16 0.72
C -0.72 -0.61 0.03
C 0.29 0.85 1.00
H -0.52 1.03 0.30
H -0.85 1.20 -0.32
H 0.14 0.24 0.11
H -0.06 -0.12 -0.26
H -0.55 0.68 0.11
H -0.16 -0.26 0.17
H 0.10 -0.63 -0.28
H -0.37 0.64 -0.06
H -1.05 -0.15 -0.39
H 0.32 0.18 0.44
H 0.38 0.08 0.25
H 0.92 0.08 0.31
H 0.14 0.11 0.18
H 0.52 -0.13 -1.05
C -0.64 0.51 1.09
C 0.80 0.18 -2.01
S 0.28 0.21 1.26
O -0.23 0.10 0.12
O -0.21 -0.60 -0.39
C 0.90 -1.31 0.00
C 0.00 -0.89 -1.71
N 0.10 -0.03 0.29
C 0.78 1.00 0.15
N -0.48 -1.06 -0.34
C -0.71 -0.97 0.62
C -0.05 1.57 -0.54
N 0.17 -0.66 1.42
O -0.33 -0.04 -0.24
O 0.06 0.17 -0.61
C 0.24 1.23 -0.86
H 0.38 -0.09 0.26
H -0.26 0.23 -0.06
H -0.24 0.03 0.45
H -1.08 -1.58 0.01
H 0.66 0.81 -0.24
H -0.38 1.58 0.17
H 0.47 0.12 -0.01
H -0.43 0.22 0.59
H 0.22 0.83 0.34
H 0.30 -0.03 -0.18
H 0.03 -0.71 0.38
H -0.23 -0.13 -0.06
H -0.42 -0.22 0.21
C -0.38 0.32 0.81
C -0.29 -0.56 -1.30
C -0.34 -0.10 -0.85
C 0.69 -0.40 0.45
C -0.37 -0.82 -0.57
C -0.31 0.03 -1.21
N -1.07 -1.41 0.71
C 0.46 0.29 0.49
C 0.39 1.69 -0.19
C 0.78 -3.15 -1.20
C 0.22 2.84 -0.43
C -0.43 -0.69 0.60
C -0.78 -0.28 0.49
H 0.43 0.24 -0.08
H 0.23 0.09 1.04
H 0.63 0.64 0.46
H -0.20 0.15 0.24
H 0.54 0.50 0.20
H 0.27 -0.10 -0.10
H -0.51 0.32 0.52
H 0.65 -0.42 -0.26
H -0.69 0.94 0.78
H 0.16 0.19 -0.29

Results
ΔE to the lowest compared entry with this formula, charge and spin: 0.0 kcal/mol
total charge: +2
Kohn-Sham gap (alpha / beta): 6.6667 / 7.1263 eV
spin multiplicity: 5